ORCA calculation (ωB97M-V with the def2-TZVPD basis set) on CaH4N6O20 as an isolated structure.

```
31
Properties=species:S:1:pos:R:3:lowdin_charge:R:1
Ca 0.024 0.025 -0.003 1.47
N -2.923 1.622 -0.466 -0.65
O -3.744 1.786 -1.388 -0.10
O -2.018 0.897 -0.719 -0.11
O -3.051 2.249 0.579 -0.05
N 0.892 3.163 -1.283 -0.65
O 0.925 3.824 -0.289 -0.05
O 1.020 3.700 -2.379 -0.06
O 0.562 2.006 -1.080 -0.15
N 0.625 -3.423 0.974 -0.65
O -0.329 -4.080 0.564 -0.07
O 0.868 -2.260 0.703 -0.10
O 1.275 -3.852 1.912 -0.08
N 1.325 -0.247 -3.298 -0.65
O 1.517 -0.630 -2.118 -0.11
O 0.200 -0.042 -3.796 -0.08
O 2.260 -0.132 -4.030 -0.07
N -2.072 -1.719 2.335 -0.65
O -1.437 -0.970 1.637 -0.12
O -3.320 -1.682 2.389 -0.09
O -1.549 -2.524 3.055 -0.02
N 3.315 1.030 1.026 -0.68
O 4.447 0.578 1.041 -0.08
O 3.004 2.145 1.388 -0.05
O 2.460 0.340 0.530 -0.10
O 0.020 1.366 1.859 -0.13
H -0.467 1.044 2.618 0.05
H 0.237 2.271 2.079 0.06
O -1.271 -1.795 -1.385 -0.09
H -1.650 -2.096 -0.559 0.01
H -1.145 -2.594 -1.896 0.04
```

Results
E_LUMO   9.51 eV
DFT total energy   -68371.7736 eV
ΔE to the lowest compared entry with this formula, charge and spin   21.0 kcal/mol
Total charge   -4
Gap between HOMO and LUMO   0.254 hartree